1.
C43H47AuO12P2 | the ωB97M-V functional and the def2-TZVPD basis

```
105
C43H47AuO12P2, DFT the ωB97M-V functional and the def2-TZVPD basis
Au 0.247 0.880 0.554
C 1.210 -5.369 0.666
C 1.580 -4.154 1.502
C 2.205 -4.605 2.818
O 0.425 -3.421 1.856
C 0.497 -1.964 1.527
C 1.810 -1.916 0.675
O 2.436 -3.223 0.751
C 2.823 -0.685 0.899
O 2.314 0.545 0.505
C 3.920 -0.954 -0.124
C 3.573 -0.886 -1.469
C 4.485 -0.772 -2.524
C 5.840 -0.770 -2.260
C 6.219 -1.001 -0.894
C 5.315 -1.026 0.137
C 3.443 -0.740 2.310
C 4.248 -1.799 2.764
C 4.889 -1.771 4.010
C 4.732 -0.691 4.857
C 3.806 0.283 4.492
C 3.139 0.279 3.260
C -0.913 -1.653 0.882
O -1.277 -0.270 0.922
C -1.039 -2.115 -0.529
C -1.478 -3.407 -0.859
C -1.702 -3.761 -2.197
C -1.411 -2.879 -3.224
C -0.855 -1.600 -2.911
C -0.666 -1.253 -1.602
C -2.066 -2.141 1.720
C -3.350 -2.415 1.164
C -4.401 -2.798 1.946
C -4.194 -2.932 3.347
C -2.962 -2.676 3.903
C -1.891 -2.272 3.096
H 0.415 -5.965 1.095
H 2.115 -5.964 0.514
H 0.871 -4.946 -0.343
H 1.437 -5.255 3.220
H 2.301 -3.741 3.484
H 3.140 -5.113 2.661
H 0.586 -1.427 2.442
H 1.580 -1.751 -0.384
H 2.552 -0.760 -1.840
H 4.181 -0.679 -3.550
H 6.584 -0.539 -3.062
H 7.312 -1.183 -0.692
H 5.685 -1.023 1.146
H 4.568 -2.571 2.075
H 5.444 -2.634 4.394
H 5.375 -0.560 5.744
H 3.594 1.124 5.092
H 2.425 1.035 2.956
H -1.743 -4.088 -0.044
H -2.048 -4.768 -2.512
H -1.655 -3.073 -4.242
H -0.541 -0.910 -3.665
H -0.243 -0.222 -1.380
H -3.548 -2.144 0.138
H -5.400 -3.093 1.501
H -4.965 -3.331 4.037
H -2.772 -2.743 4.978
H -0.982 -1.948 3.612
C 1.824 4.878 -3.394
C 1.820 3.618 -2.556
O 3.127 3.034 -2.527
P 1.375 4.028 -0.795
O 2.687 4.814 -0.315
O 0.335 5.166 -0.921
O 1.130 2.854 0.111
P 0.516 2.289 -3.077
O 0.484 2.563 -4.700
O -0.762 2.851 -2.546
O 0.987 0.875 -2.794
H 1.947 4.639 -4.436
H 2.708 5.460 -3.122
H 0.931 5.496 -3.348
H 3.015 2.143 -2.227
H 3.495 4.295 -0.309
H -0.644 5.058 -1.199
H 0.707 1.769 -5.215
C -5.762 0.675 1.192
C -5.291 1.773 0.284
C -5.158 3.079 0.721
C -4.572 4.108 -0.038
C -4.468 5.472 0.494
C -4.021 3.795 -1.300
C -2.926 4.481 -1.967
O -2.173 5.282 -1.385
C -4.258 2.512 -1.863
C -3.912 2.297 -3.330
C -4.799 1.561 -1.030
H -6.708 0.904 1.672
H -5.027 0.443 1.980
H -5.901 -0.242 0.578
H -5.532 3.265 1.709
H -4.623 6.168 -0.349
H -3.466 5.679 0.951
H -5.213 5.667 1.254
H -2.829 4.296 -3.082
H -2.827 2.208 -3.456
H -4.316 3.081 -3.946
H -4.364 1.344 -3.684
H -4.764 0.522 -1.384
```

For the maximum force, the calculation gives 3.0 eV/A. For the molar mass, the calculation gives 1014.75 g mol⁻¹. The value obtained for the HOMO energy (spin up / spin down) is -0.3195 / -0.3195 Eh. The spin multiplicity is 3. The calculation puts the energy above the lowest of the compared OMol25 structures with the same formula, charge and spin at 51.9 kcal per mole. The expectation value of S² is 2.02. The LUMO energy (spin up / spin down) is 0.105 / -3.957 eV.

Atom charges from the Mulliken analysis, given in e for atoms 1 to 2:
1 Au 1.26
2 C -1.62

2.
C4H3GaO | the ωB97M-V functional and the def2-TZVPD basis

```
9
C4H3GaO, DFT the ωB97M-V functional and the def2-TZVPD basis
C -1.029 0.247 -0.259
C -2.289 0.778 -0.489
C -1.345 1.580 0.016
H -3.305 0.591 -0.834
C -0.156 2.710 0.393
O 1.046 2.141 0.288
Ga 0.940 0.177 -0.144
H -0.311 3.040 1.445
H -0.236 3.624 -0.232
```

For the maximum force, the calculation gives 4.3 eV/A. For the molar mass, the calculation gives 136.79 g mol⁻¹. Its charge is +3. The value obtained for the HOMO energy (spin up / spin down) is -1.0296 / -1.0282 Eh. The spin multiplicity is 2. The calculation puts the energy above the lowest of the compared OMol25 structures with the same formula, charge and spin at 24.9 kcal per mole. The expectation value of S² is 0.76. The LUMO energy (spin up / spin down) is -20.154 / -20.091 eV.

Atom charges from the Mulliken analysis, given in e for atoms 1 to 2:
1 C 0.16
2 C 0.19

Q: Which formula does entry 1 have?
A: C43H47AuO12P2

Please write out number 2 again, unchanged.
C4H3GaO | the ωB97M-V functional and the def2-TZVPD basis

```
9
C4H3GaO, DFT the ωB97M-V functional and the def2-TZVPD basis
C -1.029 0.247 -0.259
C -2.289 0.778 -0.489
C -1.345 1.580 0.016
H -3.305 0.591 -0.834
C -0.156 2.710 0.393
O 1.046 2.141 0.288
Ga 0.940 0.177 -0.144
H -0.311 3.040 1.445
H -0.236 3.624 -0.232
```

For the maximum force, the calculation gives 4.3 eV/A. For the molar mass, the calculation gives 136.79 g mol⁻¹. Its charge is +3. The value obtained for the HOMO energy (spin up / spin down) is -1.0296 / -1.0282 Eh. The spin multiplicity is 2. The calculation puts the energy above the lowest of the compared OMol25 structures with the same formula, charge and spin at 24.9 kcal per mole. The expectation value of S² is 0.76. The LUMO energy (spin up / spin down) is -20.154 / -20.091 eV.

Atom charges from the Mulliken analysis, given in e for atoms 1 to 2:
1 C 0.16
2 C 0.19

Q: Look up the maximum force of the first one.
A: 3.0 eV/A

Q: Among the records above, which one has the highest molar mass?
A: C43H47AuO12P2